# 1
2 unconnected molecules or ions with the total composition C3H9NO3, computed with ωB97M-V with the def2-TZVPD basis set.

Each line ends with the Löwdin charge.
Atoms and positions in Å:
O: 1.170 -1.336 -0.072  0.05
C: 0.327 -0.465 -0.776  -0.52
O: -0.148 -0.720 -1.892  0.12
C: -0.996 -0.011 0.194  -0.31
C: -2.052 0.820 -0.619  0.00
N: -0.550 0.580 1.328  0.10
H: 0.938 0.507 -0.828  0.22
H: -1.410 -1.012 0.429  0.16
H: -2.172 0.238 -1.530  0.08
H: -1.708 1.850 -0.701  0.09
H: -2.911 0.780 0.082  0.10
H: -0.540 0.029 2.180  0.12
H: 0.541 0.762 1.221  0.02
H: 2.477 1.530 1.372  0.00
H: 1.687 -0.662 0.480  0.06
O: 1.919 0.752 1.317  -0.28

Summary:
ΔE to the lowest compared entry with this formula, charge and spin ... 608.57 kJ/mol
E_LUMO ... -0.1197 Eh
Max |F| ... 0.1128 hartree/bohr
HOMO-LUMO gap ... 6.743 eV

# 2
A molecular structure, C48H50F3FeN9O2P2Se2, computed with ωB97M-V with the def2-TZVPD basis set.

Each line ends with the Löwdin charge.
Atoms and positions in Å:
Fe: -1.682 -0.079 -1.454  0.70
Se: 1.687 -3.745 3.089  0.45
P: 2.654 -2.353 1.813  0.55
C: 3.828 -1.369 2.749  -0.36
C: 4.941 -0.735 2.177  -0.10
C: 5.832 0.027 2.884  -0.08
C: 5.631 0.216 4.276  -0.05
C: 4.563 -0.501 4.864  -0.07
C: 3.708 -1.262 4.112  -0.14
C: 3.522 -3.202 0.538  -0.39
C: 4.301 -4.312 0.917  -0.07
C: 4.849 -5.114 -0.135  -0.05
C: 4.817 -4.747 -1.473  -0.07
C: 4.090 -3.610 -1.825  -0.09
C: 3.458 -2.877 -0.846  -0.10
C: 1.690 -1.086 0.890  -0.36
C: 0.430 -1.317 0.195  -0.47
N: 0.158 -0.645 -0.799  -0.01
N: 2.060 1.107 0.116  0.02
N: 2.345 0.064 0.782  0.06
P: -1.087 -2.457 0.610  0.74
Se: -2.777 -1.162 0.377  0.61
C: -1.388 -3.311 2.165  -0.47
C: -1.639 -2.481 3.244  -0.17
C: -1.896 -2.965 4.541  -0.03
C: -2.002 -4.381 4.651  -0.06
C: -1.966 -5.184 3.535  -0.08
C: -1.557 -4.696 2.301  -0.10
C: -1.054 -3.574 -0.768  -0.38
C: -2.113 -3.725 -1.697  -0.09
C: -2.028 -4.608 -2.788  -0.07
C: -0.848 -5.301 -3.036  -0.04
C: 0.200 -5.162 -2.081  -0.05
C: 0.105 -4.263 -1.046  -0.10
H: 5.117 -0.875 1.136  0.10
H: 6.726 0.496 2.419  0.12
H: 6.270 0.877 4.855  0.10
H: 4.477 -0.445 5.941  0.11
H: 2.854 -1.789 4.482  0.03
H: 4.268 -4.636 1.980  0.09
H: 5.258 -6.072 0.098  0.10
H: 5.275 -5.324 -2.215  0.09
H: 3.995 -3.301 -2.881  0.12
H: 2.866 -1.970 -1.179  0.12
H: -1.538 -1.420 3.142  0.06
H: -1.967 -2.374 5.451  0.11
H: -2.307 -4.794 5.607  0.11
H: -2.254 -6.233 3.559  0.12
H: -1.549 -5.348 1.415  0.12
H: -3.011 -3.093 -1.495  0.07
H: -2.835 -4.660 -3.474  0.10
H: -0.780 -5.983 -3.919  0.13
H: 1.065 -5.800 -2.083  0.11
H: 0.939 -4.195 -0.380  0.09
C: 1.704 4.511 -0.078  -0.05
N: 1.745 3.345 0.823  -0.11
C: 2.699 2.344 0.479  -0.15
C: 0.462 2.980 1.351  -0.35
N: -0.560 3.268 0.632  0.16
C: -1.834 3.262 1.239  -0.23
C: -2.054 3.899 2.446  -0.03
C: -3.344 3.994 3.027  -0.05
C: -4.447 3.506 2.373  -0.02
C: -4.286 2.930 1.059  -0.16
C: -5.416 2.536 0.359  -0.02
C: -5.291 1.945 -0.855  -0.07
C: -4.072 1.751 -1.465  -0.07
C: -2.950 2.135 -0.786  -0.26
N: -1.659 1.856 -1.484  0.01
C: -1.371 2.653 -2.527  -0.29
N: -0.239 2.546 -3.285  -0.12
C: 0.232 3.497 -4.201  -0.05
C: 0.737 1.465 -3.160  -0.04
N: -2.179 3.671 -3.015  -0.17
C: -2.572 4.755 -2.101  -0.02
C: -2.804 3.629 -4.300  -0.06
C: -2.989 2.772 0.494  -0.06
N: 0.549 2.121 2.424  -0.12
C: 1.542 2.209 3.452  -0.05
C: -0.578 1.232 2.867  -0.01
H: 2.697 4.994 -0.147  0.10
H: 1.045 5.217 0.374  0.07
H: 1.316 4.269 -1.094  0.08
H: 1.252 1.055 -0.556  0.12
H: 3.424 2.155 1.274  0.13
H: 3.245 2.828 -0.320  0.12
H: -1.170 4.212 2.949  0.11
H: -3.351 4.519 3.961  0.10
H: -5.473 3.601 2.767  0.12
H: -6.357 2.697 0.876  0.12
H: -6.139 1.621 -1.478  0.13
H: -3.922 1.134 -2.407  0.14
H: -0.224 4.419 -4.002  0.08
H: -0.023 3.234 -5.264  0.13
H: 1.302 3.505 -3.963  0.10
H: 1.710 1.814 -2.918  0.08
H: 0.808 0.942 -4.136  0.12
H: 0.403 0.648 -2.474  0.04
H: -1.937 4.736 -1.229  0.08
H: -3.618 4.693 -1.761  0.10
H: -2.435 5.727 -2.566  0.09
H: -2.286 2.913 -4.976  0.08
H: -2.744 4.591 -4.790  0.09
H: -3.854 3.318 -4.187  0.10
H: 2.334 2.943 3.217  0.11
H: 1.904 1.267 3.771  0.07
H: 1.057 2.637 4.325  0.09
H: -1.402 1.410 2.187  0.06
H: -0.988 1.624 3.823  0.11
H: -0.194 0.222 3.011  0.07
F: -1.272 -2.684 -4.968  0.13
C: -1.756 -1.566 -5.566  -0.52
F: -2.960 -1.796 -6.084  0.16
F: -0.995 -1.112 -6.559  0.17
C: -1.968 -0.485 -4.346  -0.49
O: -1.857 -1.011 -3.192  -0.10
O: -2.302 0.652 -4.657  0.07

Summary:
2S+1 ... 6
Total charge ... +1
E_LUMO (alpha / beta) ... -0.0939 / -0.1517 Eh
Max |F| ... 0.0711 hartree/bohr
HOMO-LUMO gap (alpha / beta) ... 7.486 / 5.950 eV

# 3
A molecular structure, C39H51F2N12OPSV, computed with ωB97M-V with the def2-TZVPD basis set.

Each line ends with the Löwdin charge.
Atoms and positions in Å:
V: 0.535 -0.437 -0.514  0.68
C: 3.884 -3.460 2.854  -0.03
N: 3.365 -2.828 1.653  -0.12
C: 4.044 -2.693 0.471  -0.04
C: 3.226 -1.993 -0.363  -0.11
N: 2.065 -1.682 0.292  0.01
C: 2.169 -2.203 1.507  -0.44
P: 0.918 -2.276 2.820  1.17
C: 1.102 -0.597 3.494  -0.48
N: 2.057 0.239 3.148  0.08
C: 2.036 1.233 4.092  -0.15
C: 1.045 1.000 4.999  -0.07
N: 0.452 -0.174 4.616  -0.14
C: -0.625 -0.850 5.310  -0.04
C: -0.603 -2.305 1.840  -0.46
N: -0.835 -1.698 0.689  0.01
C: -2.000 -2.218 0.200  -0.11
C: -2.476 -3.156 1.067  -0.06
N: -1.584 -3.220 2.097  -0.12
C: -1.706 -4.105 3.241  -0.03
H: 4.905 -3.774 2.654  0.09
H: 3.890 -2.754 3.682  0.09
H: 3.288 -4.331 3.122  0.08
H: 5.031 -3.098 0.333  0.12
H: 3.395 -1.678 -1.377  0.10
H: 2.736 2.052 4.065  0.10
H: 0.701 1.556 5.856  0.12
H: -1.298 -0.111 5.744  0.09
H: -1.197 -1.438 4.596  0.05
H: -0.245 -1.499 6.099  0.10
H: -2.403 -1.903 -0.747  0.11
H: -3.362 -3.766 1.041  0.13
H: -2.735 -4.451 3.295  0.09
H: -1.042 -4.963 3.146  0.09
H: -1.472 -3.577 4.160  0.06
C: -2.487 6.069 0.375  -0.03
C: -3.193 4.871 1.031  -0.54
C: -4.591 5.303 1.495  -0.05
C: -2.392 4.479 2.271  -0.06
C: -3.277 3.756 -0.018  -0.17
C: -4.153 3.947 -1.104  -0.04
C: -4.199 3.076 -2.164  -0.08
C: -3.331 1.989 -2.158  -0.48
S: -3.088 0.816 -3.393  1.13
C: -1.839 0.086 -2.433  -0.52
N: -1.601 0.660 -1.283  0.09
C: -2.451 1.762 -1.103  -0.29
C: -2.453 2.644 -0.015  0.00
C: -1.146 -1.116 -2.926  -0.28
C: -1.627 -1.778 -4.060  -0.08
C: -0.995 -2.922 -4.511  -0.10
C: 0.114 -3.393 -3.812  -0.10
C: 0.570 -2.719 -2.689  -0.12
C: -0.030 -1.547 -2.193  -0.17
H: -2.435 6.910 1.073  0.08
H: -3.016 6.399 -0.521  0.09
H: -1.470 5.800 0.081  0.08
H: -4.503 6.059 2.280  0.08
H: -5.156 4.460 1.897  0.08
H: -5.176 5.742 0.686  0.07
H: -2.323 5.341 2.939  0.09
H: -1.378 4.158 2.033  0.06
H: -2.885 3.682 2.835  0.06
H: -4.796 4.818 -1.124  0.10
H: -4.867 3.251 -2.997  0.11
H: -1.735 2.486 0.772  0.07
H: -2.497 -1.414 -4.596  0.07
H: -1.359 -3.440 -5.389  0.09
H: 0.621 -4.292 -4.147  0.09
H: 1.434 -3.135 -2.174  0.07
C: -4.341 0.282 4.555  -0.05
C: -4.276 0.014 3.056  -0.62
C: -4.982 -1.299 2.732  -0.05
C: -4.941 1.154 2.285  -0.03
N: -2.863 -0.191 2.667  -0.06
N: -1.958 0.864 2.940  0.05
H: -5.378 0.273 4.893  0.09
H: -3.921 1.257 4.809  0.08
H: -3.794 -0.489 5.105  0.07
H: -6.042 -1.243 2.985  0.09
H: -4.528 -2.121 3.289  0.07
H: -4.902 -1.522 1.665  0.08
H: -5.970 1.306 2.620  0.09
H: -4.956 0.948 1.212  0.09
H: -4.410 2.096 2.427  0.05
H: -2.809 -0.355 1.668  0.08
H: -1.726 0.837 3.923  0.04
H: -2.335 1.784 2.740  0.03
F: 2.599 1.603 -0.531  -0.16
C: 2.029 0.708 -1.533  -0.33
F: 1.615 1.577 -2.556  -0.10
H: 2.954 0.277 -1.953  0.06
C: 1.083 5.645 -3.611  -0.02
N: 1.022 5.053 -2.282  -0.04
C: 1.915 5.408 -1.330  -0.06
C: 1.907 4.848 -0.103  -0.01
C: 0.938 3.812 0.092  -0.40
N: 0.070 3.463 -0.806  0.20
C: 0.020 4.087 -2.021  -0.48
O: -0.832 3.866 -2.862  0.07
N: 0.873 3.169 1.304  0.15
H: 1.399 6.684 -3.529  0.09
H: 0.094 5.593 -4.053  0.08
H: 1.780 5.097 -4.246  0.10
H: 2.628 6.170 -1.616  0.13
H: 2.620 5.134 0.654  0.10
H: 1.696 3.219 1.878  0.08
H: 0.517 2.218 1.259  0.08

Summary:
ΔE to the lowest compared entry with this formula, charge and spin ... 0.00 kJ/mol
2S+1 ... 4
E_LUMO (alpha / beta) ... 0.0093 / 0.0092 Eh
Max |F| ... 0.0174 hartree/bohr
HOMO-LUMO gap (alpha / beta) ... 6.119 / 7.391 eV

# 4
A molecular structure, C5H16N2S, computed with ωB97M-V with the def2-TZVPD basis set.

Each line ends with the Löwdin charge.
Atoms and positions in Å:
C: 0.883 2.635 2.482  -0.08
C: 0.001 1.424 2.244  -0.49
C: -1.175 1.749 1.346  -0.11
N: 0.767 0.305 1.625  0.00
H: 1.748 2.405 3.100  0.07
H: 1.249 3.039 1.532  0.08
H: 0.340 3.452 2.964  0.08
H: -0.360 1.015 3.194  0.13
H: -0.838 2.043 0.341  0.08
H: -1.778 2.560 1.755  0.08
H: -1.798 0.869 1.206  0.03
H: -0.395 -0.738 0.896  0.07
H: 0.814 0.417 0.614  0.04
H: 1.692 0.161 2.008  0.09
C: 0.591 -1.675 -2.624  -0.38
C: 0.052 -2.167 -1.291  -0.61
S: -1.261 -1.073 -0.624  0.56
N: 1.290 -0.393 -2.422  -0.03
H: -0.243 -1.584 -3.333  0.10
H: 1.334 -2.384 -3.007  0.11
H: 0.885 -2.260 -0.594  0.06
H: -0.352 -3.168 -1.415  0.05
H: 0.608 0.186 -1.938  0.01
H: 1.476 0.046 -3.315  0.06

Summary:
ΔE to the lowest compared entry with this formula, charge and spin ... 100.03 kJ/mol
E_LUMO ... 0.0321 Eh
Max |F| ... 0.0643 hartree/bohr
HOMO-LUMO gap ... 9.192 eV

# 5
A molecular structure, C38H32FN2O12, computed with ωB97M-V with the def2-TZVPD basis set.

Each line ends with the Löwdin charge.
Atoms and positions in Å:
O: -1.122 0.744 1.468  -0.06
C: -0.740 0.947 0.200  -0.22
O: -0.334 -0.228 -0.624  -0.05
C: -0.721 2.474 -0.444  -0.09
C: -2.005 2.737 -1.437  -0.12
C: -3.350 2.729 -0.492  -0.07
C: -4.816 2.661 -1.227  0.11
N: -5.716 2.624 0.006  -0.11
C: -7.227 2.514 0.075  -0.12
C: -7.610 0.945 -0.209  -0.08
F: -6.418 0.052 -0.404  -0.14
C: -4.958 2.701 1.313  0.07
N: -3.474 2.775 1.029  0.11
H: -0.401 -1.004 0.037  0.13
H: 0.249 2.575 -1.091  0.13
H: -0.644 3.216 0.462  0.13
H: -2.046 1.808 -2.183  0.15
H: -1.983 3.758 -2.011  0.13
H: -5.138 2.603 -2.352  0.15
H: -7.654 2.780 1.146  0.15
H: -7.739 3.282 -0.678  0.12
H: -8.179 0.511 0.729  0.14
H: -8.243 0.855 -1.195  0.14
H: -5.300 2.697 2.432  0.17
H: -2.654 2.847 1.673  0.15
C: 1.943 -0.235 -5.245  0.03
C: 1.337 0.201 -4.137  0.03
C: 1.406 -0.562 -2.875  -0.33
O: 0.849 -0.165 -1.861  0.02
C: 2.171 -1.825 -2.885  0.00
C: 2.777 -2.261 -3.994  0.03
C: 2.709 -1.498 -5.255  -0.38
O: 3.265 -1.895 -6.270  0.11
H: 1.902 0.312 -6.179  0.12
H: 0.772 1.125 -4.113  0.12
H: 2.212 -2.372 -1.951  0.12
H: 3.342 -3.185 -4.017  0.13
C: 2.616 -2.792 3.075  0.02
C: 1.461 -2.286 2.632  0.03
C: 0.517 -3.106 1.847  -0.37
O: -0.540 -2.644 1.440  0.08
C: 0.898 -4.506 1.573  0.03
C: 2.053 -5.012 2.016  0.04
C: 2.997 -4.192 2.801  -0.36
O: 4.054 -4.654 3.208  0.09
H: 3.321 -2.204 3.651  0.13
H: 1.167 -1.262 2.825  0.12
H: 0.193 -5.094 0.997  0.12
H: 2.347 -6.036 1.823  0.13
C: 8.799 -5.870 6.182  0.02
C: 9.011 -4.744 5.494  0.02
C: 7.985 -4.198 4.584  -0.38
O: 8.179 -3.168 3.952  0.08
C: 6.715 -4.942 4.466  0.02
C: 6.503 -6.068 5.154  0.03
C: 7.529 -6.614 6.064  -0.38
O: 7.335 -7.644 6.696  0.10
H: 9.541 -6.285 6.853  0.12
H: 9.936 -4.186 5.570  0.12
H: 5.973 -4.527 3.795  0.08
H: 5.578 -6.626 5.078  0.12
C: 7.098 -0.700 0.491  0.04
C: 6.083 -1.519 0.782  0.03
C: 4.866 -1.559 -0.053  -0.36
O: 3.936 -2.306 0.214  0.09
C: 4.816 -0.659 -1.223  0.03
C: 5.831 0.160 -1.514  0.04
C: 7.048 0.199 -0.679  -0.38
O: 7.978 0.947 -0.946  0.11
H: 7.997 -0.659 1.093  0.13
H: 6.105 -2.186 1.636  0.12
H: 3.917 -0.701 -1.826  0.08
H: 5.809 0.826 -2.369  0.13
C: -8.301 6.167 -2.044  0.01
C: -8.089 7.293 -2.732  0.03
C: -9.115 7.840 -3.642  -0.37
O: -8.921 8.869 -4.274  0.12
C: -10.385 7.095 -3.760  0.03
C: -10.597 5.969 -3.072  0.03
C: -9.571 5.423 -2.162  -0.38
O: -9.765 4.394 -1.530  0.07
H: -7.559 5.752 -1.373  0.11
H: -7.164 7.851 -2.656  0.13
H: -11.127 7.510 -4.431  0.13
H: -11.522 5.411 -3.148  0.13

Summary:
ΔE to the lowest compared entry with this formula, charge and spin ... 387.76 kJ/mol
Total charge ... +1
E_LUMO ... -0.1413 Eh
Max |F| ... 0.2520 hartree/bohr
HOMO-LUMO gap ... 7.383 eV

# 6
10 unconnected molecules or ions with the total composition H20O10, computed with ωB97M-V with the def2-TZVPD basis set.

Each line ends with the Löwdin charge.
Atoms and positions in Å:
O: 3.725 -0.732 -0.142  -0.07
H: 3.643 -0.207 0.616  -0.02
H: 2.771 -0.938 -0.337  0.01
O: -0.888 -3.147 -1.121  -0.05
H: -0.200 -3.537 -1.693  0.05
H: -0.347 -2.707 -0.491  -0.03
O: 0.683 1.734 -1.174  -0.06
H: 1.582 2.039 -1.331  0.10
H: 0.324 2.395 -0.538  0.11
O: -0.072 -1.390 2.171  -0.02
H: 0.031 -0.535 2.528  0.01
H: 0.764 -1.804 2.329  0.09
O: 0.963 -0.660 -0.240  -0.03
H: 0.811 0.224 -0.542  -0.03
H: 0.579 -0.808 0.587  -0.04
O: 0.390 1.421 2.788  -0.06
H: 1.221 1.833 2.410  0.08
H: -0.206 1.577 2.049  -0.01
O: -1.636 0.724 1.040  -0.05
H: -1.902 0.152 0.282  0.09
H: -2.362 0.716 1.656  0.06
O: 0.482 1.693 -3.971  -0.08
H: 0.951 1.048 -4.550  0.06
H: 0.670 1.325 -3.065  0.01
O: -1.820 1.996 -2.386  -0.05
H: -2.227 2.545 -1.681  0.05
H: -0.954 1.770 -2.089  -0.05
O: -2.565 -2.164 2.016  -0.08
H: -1.622 -1.882 2.078  -0.03
H: -2.785 -2.673 2.793  0.02

Summary:
ΔE to the lowest compared entry with this formula, charge and spin ... 307.26 kJ/mol
E_LUMO ... -0.0213 Eh
Max |F| ... 0.0564 hartree/bohr
HOMO-LUMO gap ... 10.297 eV